ORCA calculation (ωB97M-V with the def2-TZVPD basis set) on the ion C12H27N2 with charge +1.

XYZ file:
```
41
Properties=species:S:1:pos:R:3:forces:R:3:nbo_charge:R:1
H -4.5620 0.3930 1.8970 0.0 0.1 0.1 0.329
N -4.3912 0.9010 1.0268 0.0 -0.1 -0.1 -0.556
C -3.1707 1.0000 0.7134 0.0 0.0 -0.1 0.275
C -2.7663 1.7719 -0.5107 0.0 0.0 0.0 -0.688
C -2.0736 0.3280 1.5394 0.1 0.0 0.0 -0.290
N -2.1960 -1.1669 1.3711 0.0 0.0 0.1 -0.493
C -1.5051 -1.7145 0.1446 -0.1 0.0 -0.1 -0.221
C -0.0115 -1.8632 0.3602 0.0 0.1 0.0 -0.437
C 0.6564 -2.3842 -0.9137 0.0 -0.1 0.0 -0.400
C 0.6316 -1.4177 -2.1100 0.0 -0.1 0.0 -0.411
C 0.9287 0.0456 -1.7953 0.0 0.1 0.0 -0.389
C 2.3700 0.2888 -1.3453 0.0 -0.1 0.0 -0.412
C 2.5829 1.6640 -0.7124 -0.1 0.1 0.0 -0.397
C 2.1433 1.7740 0.7486 -0.1 0.0 0.0 -0.387
C 2.9008 0.8514 1.7010 0.0 0.0 0.0 -0.615
H -1.8061 1.4494 -0.9165 0.0 0.0 0.0 0.217
H -2.6781 2.8305 -0.2525 0.1 0.0 0.0 0.262
H -3.5396 1.6880 -1.2732 0.0 0.0 0.1 0.262
H -1.0715 0.6068 1.2181 0.0 0.0 0.0 0.238
H -2.1867 0.5572 2.5989 0.0 0.0 0.0 0.245
H -3.1926 -1.3917 1.3276 0.0 0.0 0.0 0.440
H -1.8194 -1.6428 2.1928 0.0 0.0 0.0 0.435
H -1.9645 -2.6797 -0.0729 0.0 0.0 0.0 0.232
H -1.7433 -1.0290 -0.6702 0.0 0.0 0.0 0.229
H 0.1714 -2.5646 1.1814 0.0 0.0 0.0 0.221
H 0.4287 -0.9036 0.6503 0.0 -0.1 0.0 0.219
H 1.6814 -2.6697 -0.6726 0.0 0.1 0.0 0.230
H 0.1544 -3.3125 -1.2071 0.1 0.0 0.0 0.215
H -0.3229 -1.5042 -2.6383 0.0 0.1 0.1 0.202
H 1.3893 -1.7585 -2.8222 -0.1 -0.1 0.0 0.229
H 0.2403 0.4400 -1.0326 0.0 -0.1 0.0 0.160
H 0.7275 0.6328 -2.6961 0.0 0.0 0.1 0.222
H 2.6721 -0.4991 -0.6458 0.0 0.1 0.0 0.192
H 3.0278 0.1819 -2.2119 0.0 0.0 0.0 0.221
H 3.6370 1.9469 -0.7798 0.0 -0.1 0.0 0.216
H 2.0311 2.4063 -1.3011 0.1 0.0 0.0 0.205
H 2.2724 2.8107 1.0701 0.0 0.0 0.0 0.219
H 1.0631 1.5794 0.8285 0.0 0.0 0.0 0.157
H 2.7051 1.1148 2.7418 0.0 0.0 0.0 0.217
H 2.6333 -0.2008 1.5725 0.0 0.0 0.0 0.188
H 3.9777 0.9315 1.5351 0.0 0.0 0.0 0.219
```
Forces are in eV/Å.

Values from the calculation:
- E_HOMO (hartree) = -0.50790
- charge = +1
- HOMO-LUMO gap (eV) = 10.57
- lowest unoccupied orbital energy (eV) = -3.249
- relative energy (zero: lowest compared OMol25 entry of this formula, charge and spin) (kJ/mol) = 0.00
- molar mass (g/mol) = 199.36



ORCA calculation (ωB97M-V with the def2-TZVPD basis set) on a structure of composition C26H35BrN4O3ReS.

XYZ file:
```
71
Properties=species:S:1:pos:R:3:forces:R:3:lowdin_spin:R:1
Re -0.2719 -0.0829 0.8982 -0.3 0.3 0.1 0.955
O 2.2569 -1.0193 -2.7476 0.1 -0.1 0.0 0.000
C 2.4545 0.2688 -3.2864 0.0 0.0 0.0 0.000
C 2.8109 1.3230 -2.2612 0.0 0.0 0.0 0.001
C 3.7136 2.3252 -2.5993 0.0 0.0 0.0 0.000
C 4.0205 3.2994 -1.6646 0.0 0.0 0.0 0.000
C 3.4312 3.2245 -0.4150 0.0 0.0 0.0 0.000
C 2.5550 2.1804 -0.1635 -0.1 -0.1 0.1 0.001
N 2.2321 1.2507 -1.0602 0.2 0.1 -0.2 0.014
H 2.9604 -1.2097 -2.1173 0.0 0.0 0.0 0.000
H 1.5123 0.5309 -3.7719 0.0 0.1 0.0 0.000
H 3.2256 0.2600 -4.0652 0.0 0.0 0.0 0.000
H 4.1677 2.3321 -3.5819 0.0 0.0 0.0 0.000
H 4.7158 4.0935 -1.9046 0.0 0.0 0.0 0.000
H 3.6456 3.9509 0.3569 0.0 0.0 0.0 0.000
H 2.0744 2.0828 0.8028 0.0 0.0 0.0 0.000
Br -0.6766 -2.6882 -4.3417 0.0 0.0 0.0 -0.001
C -0.8529 -1.0796 -3.3774 0.0 0.0 0.0 -0.002
C -1.3034 0.0744 -3.9837 0.0 0.1 0.1 0.012
C -1.3705 1.2245 -3.2062 0.0 0.0 0.0 -0.002
C -1.0202 1.1651 -1.8737 -0.1 0.0 -0.1 0.011
N -0.6204 0.0260 -1.2902 0.1 0.2 0.3 0.007
C -0.5132 -1.0701 -2.0338 0.1 -0.2 -0.2 0.013
H -1.5815 0.0789 -5.0286 0.0 0.0 0.0 0.001
H -1.7036 2.1636 -3.6247 0.0 0.0 0.0 0.000
H -1.0676 2.0234 -1.2211 0.0 0.0 0.0 0.000
H -0.1487 -1.9612 -1.5487 0.0 0.0 0.0 0.000
O -2.9691 0.5742 3.2932 -0.1 0.0 -0.1 0.027
S -1.6581 0.2195 3.8187 0.0 0.0 0.3 0.035
N -0.5081 -0.0113 2.9154 0.2 0.0 -0.4 0.036
C 2.5856 -2.0334 2.7505 0.0 0.0 0.1 -0.001
C 2.8460 -2.7374 1.4187 0.0 0.0 0.0 -0.001
C 3.3375 -1.7652 0.3475 0.0 0.0 0.0 0.000
C 1.6820 -3.6015 0.9582 0.2 0.0 0.0 -0.011
C 1.9412 -4.9506 0.7491 0.0 -0.1 0.0 0.001
C 0.9355 -5.8391 0.4068 0.0 0.1 0.0 -0.011
C -0.3689 -5.3827 0.3336 0.0 0.0 0.0 0.001
C -0.6909 -4.0446 0.5417 -0.1 -0.2 -0.1 -0.011
C -2.1749 -3.7061 0.6134 0.0 0.0 0.0 -0.001
C -2.7203 -2.7641 -0.4598 0.0 0.0 0.0 -0.001
C -2.5634 -3.2138 2.0101 0.0 0.0 0.0 0.000
C 0.3633 -3.1410 0.7830 -0.2 0.3 0.0 -0.004
N 0.0826 -1.7787 0.8460 0.1 -0.1 0.0 -0.084
H 3.5105 -1.5682 3.0987 0.0 0.0 0.0 0.000
H 2.2647 -2.7512 3.5079 0.0 0.0 0.0 0.000
H 1.8254 -1.2590 2.6774 0.0 0.0 0.0 0.000
H 3.6614 -3.4434 1.6017 0.0 0.0 0.0 0.000
H 2.5600 -1.0533 0.0719 0.0 0.0 0.0 0.002
H 3.6551 -2.3265 -0.5372 0.0 0.0 0.0 0.000
H 4.2008 -1.2027 0.7094 0.0 0.0 0.0 0.000
H 2.9563 -5.3087 0.8716 0.0 0.0 0.0 0.000
H 1.1597 -6.8837 0.2358 0.0 0.0 0.0 -0.001
H -1.1696 -6.0838 0.1322 0.0 0.0 0.0 0.000
H -2.6756 -4.6657 0.4583 0.0 0.0 0.0 0.000
H -2.3969 -1.7372 -0.2880 0.0 -0.1 0.0 -0.001
H -3.8110 -2.7747 -0.4171 0.0 0.0 0.0 0.000
H -2.4245 -3.0783 -1.4630 0.0 0.0 0.0 0.000
H -2.0870 -2.2584 2.2253 0.0 0.0 0.0 0.000
H -2.2652 -3.9311 2.7762 0.0 0.0 0.0 0.000
H -3.6430 -3.0690 2.0719 0.0 0.0 0.0 0.000
C -0.0997 4.0792 1.4221 -0.1 0.0 0.0 0.000
C -1.0764 2.9227 1.5708 0.1 0.0 0.1 0.001
C -2.4759 3.2721 1.1009 0.0 0.0 0.0 0.000
O -0.6021 1.8181 0.8292 0.0 -0.5 0.1 0.009
H -0.4784 4.9631 1.9390 0.0 0.0 0.0 0.000
H 0.0405 4.3258 0.3668 0.0 0.0 0.0 0.000
H 0.8699 3.8253 1.8507 0.0 0.0 0.0 0.000
H -1.1212 2.6499 2.6322 0.0 0.0 0.0 0.000
H -2.4537 3.6113 0.0617 0.0 0.0 0.0 0.000
H -2.9004 4.0666 1.7164 0.0 0.0 0.0 0.000
H -3.1164 2.3946 1.1797 0.0 0.0 0.0 0.000
```
Forces are in eV/Å.

Values from the calculation:
- E_HOMO (spin up / spin down) (hartree) = -0.28237 / -0.26924
- charge = 0
- HOMO-LUMO gap (spin up / spin down) (eV) = 7.48 / 7.03
- lowest unoccupied orbital energy (spin up / spin down) (eV) = -0.205 / -0.293
- relative energy (zero: lowest compared OMol25 entry of this formula, charge and spin) (kJ/mol) = 0.00
- molar mass (g/mol) = 749.77
- multiplicity = 2



ORCA calculation (ωB97M-V with the def2-TZVPD basis set) on a cluster of 7 separate species, C28H30BrClF7N3O26P3 in total at a distorted geometry.

XYZ file:
```
99
Properties=species:S:1:pos:R:3:forces:R:3:mulliken_charge:R:1
N 0.5397 -3.6089 -0.1759 -0.1 -0.1 0.4 -0.838
P -0.1802 -2.7237 0.8879 0.3 -0.9 -1.1 1.577
C 1.1412 -1.7867 1.7966 -0.7 -0.3 0.4 0.521
C 2.0165 -2.5200 2.5995 0.2 0.1 0.1 -0.060
C 1.9097 -4.0191 2.7730 0.6 -0.8 -0.4 -0.546
O 2.8320 -4.7372 2.5634 -0.5 0.4 0.0 -0.372
O 0.6721 -4.4688 3.1756 0.2 0.7 0.3 -0.114
P 0.4927 -4.9609 4.7369 -0.2 -0.9 0.4 0.798
O 1.0781 -6.2463 5.0455 0.0 0.3 0.1 -0.550
O 1.0851 -3.7629 5.5966 0.3 0.0 -0.4 -0.362
O -1.0792 -4.8951 4.8789 0.2 0.1 -0.3 -0.491
C 3.0773 -1.8682 3.2166 0.0 0.0 -0.1 0.604
Cl 4.1947 -2.7099 4.1941 0.1 -0.1 0.1 -0.109
C 3.2633 -0.4975 3.0369 -0.3 0.3 -0.3 0.751
C 4.4092 0.1604 3.7469 0.3 -0.2 -0.1 -2.035
C 4.2102 0.0652 5.2452 -0.1 0.0 0.1 0.586
O 3.1557 -0.0355 5.7758 -0.1 0.0 0.0 -0.468
Br 5.8483 0.1869 6.2261 0.0 0.1 0.0 -0.088
N 2.4059 0.1854 2.2323 0.2 -0.4 0.4 0.084
P 2.6276 2.0241 1.8196 -0.2 0.1 -0.1 0.211
N 2.7813 2.5536 3.4172 -0.4 0.4 -0.2 -0.526
O 4.1893 2.0411 1.4517 0.0 -0.3 -0.1 -0.476
C 1.3541 -0.4398 1.6231 0.2 0.5 0.2 1.192
C 0.4716 0.3631 0.7076 -0.1 -0.2 -0.1 -1.958
C 1.1559 0.5300 -0.6268 0.1 0.0 0.1 0.933
O 2.3330 0.5922 -0.8111 -0.3 0.1 0.0 -0.468
F 0.2839 0.5845 -1.6168 0.3 0.2 -0.2 -0.208
H 0.3905 -4.6048 -0.0705 0.1 0.0 -0.2 0.289
H -1.0399 -1.7800 0.3241 0.1 0.0 0.5 -0.117
H -0.9349 -3.3866 1.8553 -0.2 0.3 0.3 -0.103
H 1.0315 -2.8932 5.1845 -0.2 0.1 0.3 0.325
H -1.5195 -4.3440 4.2222 -0.2 0.0 0.1 0.349
H 5.3465 -0.3168 3.4617 0.0 -0.1 0.0 0.708
H 4.5204 1.2098 3.5358 0.0 0.1 -0.1 0.484
H 1.8507 2.6227 3.8264 0.1 -0.1 0.2 0.258
H 3.1411 3.5089 3.3966 0.2 -0.1 0.2 0.280
H 4.3078 1.7283 0.5408 0.2 0.2 0.0 0.336
H 0.2263 1.3451 1.1055 0.0 0.1 -0.1 0.784
H -0.4834 -0.1289 0.5391 0.2 0.2 0.0 -0.013
C -2.5954 -2.4148 -3.5445 -0.1 0.1 -0.1 -0.475
C -3.6169 -1.2940 -3.6567 -0.1 -0.2 0.0 0.357
O -3.6231 -0.7667 -2.3245 0.2 0.3 -0.1 -0.192
C -2.4155 -1.0144 -1.7800 -0.2 -0.2 -0.2 0.338
O -2.0151 -0.5049 -0.7785 -0.2 0.2 0.0 -0.514
O -1.7315 -1.9046 -2.5071 0.0 0.0 0.0 -0.323
F -4.8580 -1.7168 -3.9466 0.0 0.0 0.2 -0.253
H -3.0586 -3.3414 -3.2045 -0.1 0.0 0.0 0.290
H -2.0415 -2.5931 -4.4581 0.2 0.1 0.1 0.331
H -3.3394 -0.4979 -4.3478 -0.1 0.0 0.0 0.246
C -6.8282 -0.1262 0.6032 -0.2 0.0 0.0 -0.293
C -5.7414 0.6378 -0.1234 -0.1 0.0 0.2 0.426
O -4.5694 0.1855 0.5434 0.0 0.0 -0.2 -0.262
C -4.8175 -1.0601 1.0160 -0.1 0.0 0.1 0.745
O -3.9793 -1.8125 1.4018 0.2 0.0 0.1 -0.553
O -6.1346 -1.3264 0.9875 0.0 0.1 -0.1 -0.364
F -5.8648 1.9723 0.0350 0.1 0.1 0.1 -0.267
H -7.1552 0.4017 1.4999 0.0 0.1 0.0 0.156
H -7.6867 -0.3551 -0.0201 0.1 -0.2 0.0 0.304
H -5.6527 0.4161 -1.1873 0.0 0.1 0.0 0.112
C 4.3785 1.7724 -3.7917 -0.2 -0.1 0.0 -0.293
C 5.1410 2.6982 -2.8712 0.2 0.0 -0.1 0.388
O 5.4513 3.7820 -3.7149 -0.2 0.1 0.2 -0.281
C 4.4758 3.8496 -4.6822 0.0 -0.1 -0.1 0.546
O 4.2927 4.7813 -5.3792 0.0 0.1 -0.1 -0.469
O 3.7605 2.7007 -4.6875 0.0 0.0 0.1 -0.335
F 6.2904 2.1432 -2.4088 0.0 0.0 0.0 -0.300
H 5.0514 1.1162 -4.3448 0.1 0.1 0.0 0.295
H 3.6300 1.1765 -3.2761 -0.1 0.1 -0.1 0.112
H 4.5638 3.0653 -2.0184 0.1 0.0 0.1 0.313
C -5.7930 2.0008 4.4134 0.0 -0.2 0.1 -0.247
C -5.5912 3.4839 4.6423 0.0 0.0 -0.2 0.250
O -6.1838 4.0460 3.4910 -0.2 0.1 0.2 -0.310
C -7.1480 3.1903 3.0497 0.1 -0.1 -0.1 0.707
O -7.9873 3.4559 2.2646 0.0 0.0 -0.1 -0.488
O -7.0025 1.9761 3.6503 0.1 0.1 0.0 -0.317
F -4.2776 3.8186 4.6841 0.0 0.0 -0.1 -0.288
H -4.9776 1.5837 3.8193 0.1 0.1 0.0 0.148
H -5.9084 1.4297 5.3302 -0.2 0.0 0.0 0.294
H -6.0836 3.8803 5.5313 0.1 0.0 0.1 0.279
C -4.6144 -6.5477 -5.9673 0.0 -0.1 -0.1 -0.432
C -5.7802 -5.8102 -5.3405 0.1 0.0 0.1 0.289
O -5.2183 -4.5311 -5.0835 -0.1 0.1 -0.2 -0.251
C -4.2246 -4.3239 -5.9872 0.0 -0.1 -0.1 0.668
O -3.7187 -3.2729 -6.2085 0.1 0.0 0.2 -0.509
O -3.8980 -5.4788 -6.5991 0.0 -0.1 0.0 -0.322
F -6.1766 -6.3642 -4.1739 0.1 0.1 0.0 -0.275
H -3.9859 -7.0046 -5.2021 -0.1 0.0 0.1 0.272
H -4.9078 -7.2966 -6.6961 0.0 0.1 -0.1 0.275
H -6.6485 -5.6916 -5.9895 -0.1 0.0 0.1 0.285
C 8.1387 5.5559 -2.4009 0.2 -0.3 -0.2 -0.315
C 6.8744 6.2500 -1.9659 0.0 0.1 0.2 0.474
O 7.3295 7.5355 -1.6174 0.0 0.0 -0.3 -0.360
C 8.4532 7.7913 -2.3646 0.0 -0.1 0.1 0.563
O 8.9425 8.8547 -2.4997 0.0 0.1 0.0 -0.462
O 8.9029 6.6404 -2.9295 -0.1 0.0 0.1 -0.340
F 6.3190 5.6532 -0.8688 0.0 0.0 0.0 -0.301
H 8.6694 5.1148 -1.5553 -0.1 0.0 0.1 0.304
H 7.9667 4.7931 -3.1549 0.1 0.1 -0.2 0.190
H 6.1125 6.3309 -2.7422 -0.1 -0.1 0.1 0.267
```
Forces are in eV/Å.

Values from the calculation:
- E_HOMO (hartree) = -0.43724
- charge = +1
- HOMO-LUMO gap (eV) = 7.00
- lowest unoccupied orbital energy (eV) = -4.895
- molar mass (g/mol) = 1165.81



ORCA calculation (ωB97M-V with the def2-TZVPD basis set) on a structure of composition C41H24Br3Cl3F10GeN7O2W at a distorted geometry.

XYZ file:
```
92
Properties=species:S:1:pos:R:3:forces:R:3:lowdin_spin:R:1
W -0.4713 -1.5102 1.2155 -1.3 -0.7 -0.9 -0.004
C -1.0565 -4.7999 0.4625 -0.1 0.0 -0.2 0.000
N -0.4214 -3.5736 -0.0744 0.0 0.4 0.1 0.000
C 0.9582 -3.9367 -0.4336 -0.1 -0.5 0.1 0.000
C 1.7280 -2.7115 -0.7272 0.4 0.2 -0.1 0.000
N 1.5339 -1.7925 0.3765 -0.4 0.7 0.8 0.001
C 2.6627 -0.9753 0.6130 -0.1 -0.2 0.0 0.002
C 3.1244 -0.5877 1.8779 0.0 -0.2 0.0 0.002
F 2.4417 -0.9001 2.9773 -0.1 -0.1 0.0 0.001
C 4.2690 0.1515 2.0908 0.0 0.0 0.1 -0.001
F 4.6168 0.4835 3.3272 0.0 0.0 0.0 0.000
C 5.0495 0.5383 1.0254 0.2 0.2 0.2 0.001
F 6.1619 1.2305 1.2094 0.0 0.0 0.0 0.000
C 4.6260 0.2104 -0.2385 0.0 0.0 -0.4 0.000
F 5.3398 0.6118 -1.2926 -0.1 0.0 -0.1 0.000
C 3.4536 -0.4948 -0.4355 0.0 0.1 -0.1 0.001
F 3.0668 -0.6529 -1.7109 0.0 0.0 -0.1 0.000
C -1.1641 -3.1997 -1.2919 0.2 -0.2 -0.3 0.000
C -2.3867 -2.4634 -0.9023 -0.4 0.2 -0.3 0.001
N -2.0027 -1.2330 -0.2311 1.2 0.5 0.6 0.006
C -2.9504 -0.1844 -0.3571 0.0 -0.1 0.0 0.000
C -2.6815 1.1947 -0.3185 0.1 -0.3 -0.2 0.001
F -1.4619 1.6735 -0.0420 0.0 0.0 0.2 0.001
C -3.6155 2.1744 -0.5902 0.0 0.1 0.0 0.000
F -3.2352 3.4490 -0.5747 0.0 0.0 0.0 0.000
C -4.9153 1.8417 -0.8906 -0.1 0.3 -0.1 0.001
F -5.8088 2.7694 -1.1813 0.0 0.0 0.0 0.000
C -5.2585 0.5119 -0.8559 -0.3 -0.3 -0.1 0.000
F -6.5164 0.1487 -1.0608 0.0 0.0 0.0 0.000
C -4.3147 -0.4565 -0.5751 -0.1 -0.1 0.2 0.001
F -4.8088 -1.6933 -0.4365 0.1 -0.1 0.0 0.000
H -0.9705 -5.5732 -0.3026 0.0 0.0 0.0 0.000
H -2.0970 -4.6302 0.6933 0.0 0.0 0.0 0.000
H -0.5589 -5.1397 1.3584 0.1 -0.1 0.0 0.000
H 0.9481 -4.6269 -1.2805 0.0 0.0 0.0 0.000
H 1.4085 -4.4602 0.4135 0.0 -0.1 0.0 0.000
H 1.4345 -2.2740 -1.6841 0.0 0.0 0.0 0.000
H 2.7778 -2.9888 -0.8139 0.1 0.0 -0.1 0.000
H -1.4231 -4.0985 -1.8532 0.1 -0.1 0.0 0.000
H -0.5325 -2.5760 -1.9171 0.1 0.1 0.0 0.000
H -3.0353 -3.0886 -0.2879 0.0 0.0 0.1 0.000
H -2.9326 -2.2324 -1.8142 -0.2 0.1 -0.1 0.000
Br 5.2748 2.8490 -7.0202 0.1 -0.1 -0.2 0.013
C 4.6124 3.5360 -5.4243 0.0 0.0 0.1 0.030
C 3.9951 4.7830 -5.4248 0.0 0.0 0.0 -0.004
C 3.4845 5.2775 -4.2440 -0.1 0.1 0.0 0.024
C 3.5580 4.4933 -3.0935 -0.1 0.1 0.1 0.050
C 4.2270 3.2657 -3.0768 0.0 0.0 0.2 0.027
C 4.7595 2.7893 -4.2534 0.0 0.0 0.1 0.001
N 2.9372 5.0256 -1.9538 0.2 0.0 -0.4 0.298
N 2.5750 4.5496 -0.9314 -0.2 -0.5 0.3 0.325
C 2.0595 3.3627 -0.4397 0.1 0.2 0.0 0.055
C 2.1404 3.2345 0.9430 0.1 0.1 0.1 0.051
C 1.6070 2.1391 1.6069 0.2 0.4 0.1 -0.001
C 0.9910 1.1549 0.8770 -0.2 -0.3 0.0 0.054
O 0.3907 0.1627 1.5290 0.4 1.1 -0.3 0.022
C 0.9148 1.2360 -0.5597 0.1 0.0 0.5 0.004
N 0.2729 0.2296 -1.1577 0.1 -0.2 -0.4 0.009
C 0.0229 0.3210 -2.4336 0.0 0.1 -0.3 -0.007
C 0.3640 1.4577 -3.1981 -0.1 -0.2 -0.1 0.008
C 1.0187 2.4921 -2.5929 0.1 0.1 0.0 -0.002
C 1.3642 2.3774 -1.2294 0.1 0.4 -0.1 0.022
H 3.9258 5.3564 -6.3386 0.0 0.0 0.0 -0.001
H 3.0051 6.2494 -4.2004 0.0 -0.1 0.0 0.001
H 4.3513 2.7185 -2.1487 0.0 0.0 -0.1 0.000
H 5.2916 1.8491 -4.2760 0.0 0.0 0.0 0.000
H 2.6324 4.0226 1.5031 -0.1 0.0 -0.1 0.002
H 1.6561 2.0622 2.6858 0.0 0.0 0.0 -0.001
H -0.5149 -0.5038 -2.8950 0.0 0.0 0.0 0.000
H 0.0780 1.5117 -4.2409 0.0 0.0 0.1 0.000
H 1.2218 3.3991 -3.1465 0.1 -0.1 0.0 0.000
Br -4.1105 -4.8836 2.5203 0.1 -0.1 0.0 0.000
C -3.9982 -3.0779 2.9979 -0.4 -0.2 0.2 0.000
C -5.0392 -2.5565 3.8016 0.1 -0.2 -0.1 0.000
C -5.0449 -1.2497 4.1798 0.0 0.1 0.0 0.000
Br -6.4091 -0.6259 5.3001 -0.1 0.1 0.1 0.000
C -4.0285 -0.3678 3.7296 -0.2 0.2 0.1 0.000
C -3.8989 0.9910 4.0868 -0.1 -0.1 0.1 0.000
C -2.8528 1.7157 3.5915 0.0 0.1 -0.1 0.000
C -1.9537 1.1061 2.7061 0.0 0.4 -0.1 0.000
N -2.0644 -0.1459 2.3396 0.8 -0.5 -0.1 0.003
C -3.0517 -0.8977 2.8812 -0.2 0.2 0.1 0.000
C -2.9891 -2.2614 2.5793 0.3 0.0 -0.5 0.000
O -1.9106 -2.6280 1.8693 -0.3 -1.0 0.9 0.000
H -5.8302 -3.2196 4.1254 0.0 0.0 0.0 0.000
H -4.6115 1.4362 4.7688 0.0 0.0 0.0 0.000
H -2.7068 2.7522 3.8618 0.0 0.0 0.0 0.000
H -1.1394 1.6718 2.2799 0.0 0.0 0.1 0.000
Cl 2.5107 -3.7847 3.6240 0.4 -0.1 -0.4 0.001
Ge 0.6415 -3.3132 2.7875 -0.8 0.2 0.9 0.002
Cl -0.0994 -1.4559 3.8637 0.2 -0.1 -0.1 0.001
Cl -0.6116 -4.7422 3.7740 0.0 -0.1 0.0 0.001
```
Forces are in eV/Å.

Values from the calculation:
- E_HOMO (spin up / spin down) (hartree) = -0.47364 / -0.47344
- charge = +2
- HOMO-LUMO gap (spin up / spin down) (eV) = 5.80 / 5.28
- lowest unoccupied orbital energy (spin up / spin down) (eV) = -7.092 / -7.604
- relative energy (zero: lowest compared OMol25 entry of this formula, charge and spin) (kJ/mol) = 226.95
- molar mass (g/mol) = 1439.19
- multiplicity = 2



The lowest charge belongs to which entry? C26H35BrN4O3ReS



Which value of molar mass does entry 4 give? 1439.19 g/mol